Entry 1:
ORCA calculation (ωB97M-V/def2-TZVPD) on a 8-piece molecular cluster, C22H61ClN11O14 overall.

Each line ends with the Löwdin charge.
CARTESIAN COORDINATES (ANGSTROEM)
1 Cl -17.90 16.59 11.92  0.662
2 O -17.63 15.30 12.48  -0.338
3 O -19.31 16.88 12.11  -0.396
4 O -17.15 17.62 12.63  -0.388
5 O -17.60 16.67 10.51  -0.342
6 C -19.43 20.78 12.40  -0.110
7 O -19.74 21.66 11.35  -0.184
8 C -20.84 22.49 11.65  -0.243
9 C -20.90 23.67 10.68  -0.208
10 N -19.69 24.48 10.74  -0.056
11 C -19.87 25.87 10.41  -0.220
12 C -20.17 26.10 8.93  -0.210
13 O -21.49 25.77 8.55  -0.196
14 C -22.49 26.63 9.00  -0.137
15 H -20.28 20.13 12.64  0.088
16 H -19.18 21.33 13.32  0.093
17 H -18.61 20.11 12.15  0.065
18 H -20.83 22.84 12.69  0.123
19 H -21.75 21.90 11.48  0.127
20 H -21.79 24.22 11.00  0.119
21 H -21.06 23.25 9.68  0.121
22 H -19.26 24.35 11.65  0.108
23 H -19.01 26.47 10.72  0.118
24 H -20.72 26.31 10.98  0.103
25 H -19.56 25.40 8.36  0.126
26 H -19.93 27.13 8.66  0.117
27 H -22.59 26.69 10.09  0.073
28 H -23.45 26.35 8.57  0.087
29 H -22.32 27.67 8.68  0.089
30 C -21.57 7.28 11.83  -0.115
31 O -20.95 7.95 10.76  -0.188
32 C -21.73 8.99 10.25  -0.234
33 C -21.59 10.28 11.07  -0.236
34 N -20.19 10.62 11.21  -0.046
35 C -19.99 11.68 12.19  -0.210
36 C -18.51 11.95 12.38  -0.225
37 O -17.92 10.83 13.02  -0.183
38 C -16.52 10.90 13.07  -0.121
39 H -20.91 6.50 12.20  0.086
40 H -22.53 6.86 11.52  0.086
41 H -21.74 7.94 12.69  0.086
42 H -22.79 8.72 10.16  0.116
43 H -21.43 9.22 9.22  0.120
44 H -22.16 10.19 12.01  0.111
45 H -22.09 11.10 10.53  0.115
46 H -19.68 9.81 11.54  0.106
47 H -20.40 11.40 13.18  0.125
48 H -20.46 12.60 11.86  0.107
49 H -18.31 12.85 12.97  0.105
50 H -18.10 12.11 11.37  0.128
51 H -16.11 11.20 12.11  0.095
52 H -16.16 9.88 13.26  0.089
53 H -16.09 11.48 13.89  0.055
54 C -13.20 12.15 14.77  -0.131
55 O -12.89 13.38 15.34  -0.187
56 C -13.34 14.49 14.55  -0.200
57 C -14.85 14.58 14.46  -0.214
58 N -15.41 14.62 15.81  -0.040
59 C -16.86 14.68 15.80  -0.218
60 C -17.43 15.07 17.14  -0.241
61 O -17.09 14.07 18.09  -0.195
62 C -17.58 14.37 19.38  -0.113
63 H -14.27 11.96 14.64  0.052
64 H -12.78 11.38 15.42  0.089
65 H -12.74 11.98 13.78  0.093
66 H -12.90 14.36 13.55  0.121
67 H -12.94 15.42 14.94  0.122
68 H -15.29 13.73 13.92  0.097
69 H -15.14 15.50 13.95  0.116
70 H -15.09 13.84 16.36  0.106
71 H -17.29 13.73 15.47  0.122
72 H -17.16 15.48 15.12  0.092
73 H -18.52 15.20 17.12  0.124
74 H -16.99 16.04 17.39  0.118
75 H -18.66 14.52 19.36  0.084
76 H -17.09 15.27 19.75  0.088
77 H -17.41 13.48 19.99  0.081
78 C -13.92 17.63 8.13  -0.687
79 O -12.74 17.54 8.40  0.019
80 N -14.37 17.78 6.84  0.133
81 N -14.91 17.61 9.06  0.168
82 H -15.33 17.65 6.56  0.084
83 H -13.72 17.83 6.08  0.090
84 H -14.68 17.53 10.04  0.101
85 H -15.88 17.72 8.82  0.081
86 C -14.66 20.73 10.57  -0.692
87 O -13.50 20.42 10.74  0.019
88 N -15.67 20.24 11.37  0.161
89 N -15.06 21.62 9.60  0.145
90 H -16.62 20.38 11.07  0.075
91 H -15.42 19.46 11.94  0.086
92 H -14.31 22.06 9.10  0.097
93 H -15.99 21.97 9.69  0.087
94 C -18.95 18.21 15.96  -0.691
95 O -19.18 18.45 17.14  -0.010
96 N -19.95 17.97 15.05  0.167
97 N -17.70 18.17 15.44  0.172
98 H -19.78 17.72 14.09  0.051
99 H -20.90 17.95 15.37  0.095
100 H -16.93 18.54 15.96  0.110
101 H -17.62 17.91 14.47  0.037
102 C -22.98 15.09 12.18  -0.690
103 O -24.15 14.92 12.47  0.003
104 N -22.44 14.60 11.01  0.149
105 N -22.12 15.78 12.97  0.166
106 H -23.11 14.08 10.47  0.096
107 H -21.55 14.95 10.69  0.095
108 H -22.52 16.15 13.81  0.096
109 H -21.15 15.93 12.76  0.054

Computed properties:
* gap between HOMO and LUMO: 8.50 eV
* net charge: -1
* energy: -81378.16515 eV
* E_HOMO: -6.39 eV
* energy relative to the best compared isomer or geometry (same formula, charge and spin): 0.000 eV

=====

Entry 2:
ORCA calculation (ωB97M-V/def2-TZVPD) on a 11-piece molecular cluster, C22H62F6N3O14S2 overall.

Each line ends with the Löwdin charge.
CARTESIAN COORDINATES (ANGSTROEM)
1 C -2.84 0.00 1.38  -0.663
2 F -3.24 1.18 0.94  0.143
3 F -1.98 0.19 2.39  0.123
4 F -3.85 -0.72 1.86  0.134
5 S -2.01 -0.94 0.01  0.601
6 O -3.11 -1.52 -0.70  -0.286
7 O -1.27 0.03 -0.72  -0.277
8 N -1.13 -2.11 0.73  -0.267
9 S 0.38 -1.56 0.81  0.594
10 O 1.20 -1.82 -0.34  -0.273
11 O 0.54 -0.24 1.36  -0.302
12 C 1.07 -2.64 2.14  -0.683
13 F 1.19 -3.88 1.71  0.149
14 F 2.28 -2.16 2.43  0.112
15 F 0.34 -2.62 3.26  0.140
16 C -3.44 0.08 -3.71  -0.173
17 O -3.79 1.00 -4.71  -0.108
18 H -2.51 0.39 -3.22  0.044
19 H -4.16 0.03 -2.88  0.071
20 H -3.25 -0.95 -4.04  0.082
21 H -4.71 0.87 -4.97  0.073
22 C -3.03 -3.55 3.37  -0.197
23 O -2.72 -3.99 2.09  -0.124
24 H -3.07 -2.46 3.47  0.064
25 H -3.97 -3.99 3.72  0.072
26 H -2.29 -3.86 4.14  0.070
27 H -2.26 -3.28 1.61  -0.001
28 C -5.82 2.39 -1.11  -0.171
29 O -5.90 3.68 -0.54  -0.114
30 H -4.78 2.11 -1.28  0.067
31 H -6.36 1.56 -0.65  0.076
32 H -6.31 2.47 -2.09  0.076
33 H -5.82 3.59 0.41  0.069
34 C 4.52 -3.93 0.54  -0.167
35 O 5.86 -3.47 0.43  -0.118
36 H 3.86 -3.06 0.49  0.064
37 H 4.23 -4.56 -0.30  0.082
38 H 4.28 -4.44 1.48  0.070
39 H 6.44 -4.23 0.51  0.069
40 C -6.84 -3.80 -0.07  -0.092
41 C -6.49 -2.61 -0.95  -0.320
42 O -5.29 -2.85 -1.69  -0.106
43 H -6.07 -3.97 0.68  0.070
44 H -6.93 -4.70 -0.68  0.072
45 H -7.78 -3.62 0.46  0.067
46 H -6.35 -1.69 -0.38  0.105
47 H -7.26 -2.46 -1.71  0.103
48 H -4.56 -2.46 -1.19  0.014
49 C 0.32 -1.97 -4.35  -0.090
50 C 0.04 -2.74 -3.07  -0.298
51 O -0.79 -3.87 -3.38  -0.086
52 H 0.88 -2.57 -5.07  0.068
53 H 0.73 -0.97 -4.18  0.053
54 H -0.62 -1.77 -4.88  0.064
55 H -0.59 -2.06 -2.47  0.083
56 H 0.94 -2.96 -2.52  0.096
57 H -1.68 -3.53 -3.52  0.071
58 C 4.36 -3.42 4.74  -0.086
59 C 3.23 -4.36 5.14  -0.315
60 O 3.64 -5.72 5.22  -0.078
61 H 5.05 -3.28 5.58  0.068
62 H 4.04 -2.48 4.30  0.062
63 H 4.98 -3.88 3.96  0.067
64 H 2.48 -4.30 4.34  0.093
65 H 2.71 -4.03 6.04  0.111
66 H 4.09 -5.86 6.05  0.076
67 C -1.70 3.79 2.94  -0.089
68 C -0.79 3.14 1.96  -0.338
69 O 0.10 4.10 1.40  -0.083
70 H -2.48 3.11 3.30  0.067
71 H -2.13 4.69 2.49  0.075
72 H -1.15 4.10 3.83  0.073
73 H -1.30 2.54 1.20  0.090
74 H -0.20 2.35 2.45  0.108
75 H 0.93 3.62 1.24  0.034
76 C 4.53 1.17 1.49  -0.050
77 C 3.40 2.20 1.44  -0.431
78 C 3.95 3.60 1.55  -0.222
79 O 4.15 3.91 2.91  -0.187
80 C 5.11 4.92 3.15  -0.116
81 N 2.53 2.09 0.26  0.063
82 H 4.15 0.15 1.64  0.069
83 H 5.20 1.41 2.32  0.078
84 H 5.12 1.14 0.57  0.081
85 H 2.79 2.06 2.33  0.141
86 H 3.20 4.30 1.15  0.125
87 H 4.87 3.74 0.96  0.125
88 H 4.69 5.89 2.85  0.088
89 H 6.04 4.74 2.61  0.083
90 H 5.33 4.92 4.22  0.083
91 H 2.27 1.10 0.23  0.061
92 H 3.09 2.22 -0.58  0.076
93 C 0.46 3.69 -2.35  -0.043
94 C 0.48 2.88 -3.67  -0.418
95 C 1.89 2.50 -4.04  -0.254
96 O 2.74 3.59 -4.27  -0.172
97 C 2.64 4.08 -5.60  -0.106
98 N -0.39 1.69 -3.63  0.061
99 H 0.42 4.78 -2.49  0.073
100 H 1.34 3.49 -1.74  0.052
101 H -0.43 3.48 -1.75  0.074
102 H 0.05 3.56 -4.41  0.126
103 H 1.85 1.73 -4.83  0.122
104 H 2.29 1.89 -3.21  0.124
105 H 3.15 3.40 -6.29  0.086
106 H 3.14 5.04 -5.62  0.084
107 H 1.60 4.22 -5.91  0.082
108 H -0.41 1.37 -2.67  0.053
109 H -1.34 1.94 -3.87  0.055

Computed properties:
* gap between HOMO and LUMO: 9.29 eV
* net charge: -1
* energy: -94927.99949 eV
* E_HOMO: -6.95 eV

=====

Entry 3:
ORCA calculation (ωB97M-V/def2-TZVPD) on a 10-piece molecular cluster, C22H62NO21S5 overall.

Each line ends with the Löwdin charge.
CARTESIAN COORDINATES (ANGSTROEM)
1 C -1.17 1.22 0.94  -0.110
2 C -0.33 0.11 1.66  -0.661
3 C 0.93 -0.29 0.81  -0.112
4 O 0.02 0.38 3.00  -0.406
5 H -0.80 2.24 1.01  0.048
6 H -2.25 1.20 1.12  0.039
7 H -1.13 0.99 -0.12  0.031
8 H -1.00 -0.75 1.71  0.077
9 H 1.49 -1.15 1.19  0.047
10 H 1.70 0.47 0.70  0.048
11 H 0.61 -0.50 -0.22  0.032
12 C -2.00 -3.81 6.94  -0.249
13 O -1.38 -2.68 7.22  -0.087
14 H -2.95 -3.58 6.46  0.078
15 H -1.36 -4.45 6.33  0.080
16 H -2.18 -4.45 7.81  0.078
17 H -1.19 -2.26 6.38  0.098
18 C 2.78 5.19 2.58  -0.188
19 O 3.11 3.96 3.11  -0.133
20 H 2.30 4.99 1.62  0.074
21 H 2.08 5.55 3.33  0.078
22 H 3.66 5.82 2.42  0.075
23 H 2.32 3.43 3.20  0.080
24 C -2.63 3.53 7.16  -0.165
25 O -1.81 4.04 6.10  -0.129
26 H -2.67 2.44 7.06  0.081
27 H -2.30 3.81 8.16  0.068
28 H -3.59 4.01 7.02  0.066
29 H -1.62 3.26 5.57  0.072
30 O 4.62 4.85 -6.15  -0.292
31 S 5.53 3.79 -5.78  0.664
32 O 6.63 4.14 -4.85  -0.308
33 O 4.73 2.45 -5.15  -0.248
34 C 3.32 2.46 -5.21  -0.316
35 C 2.58 3.34 -4.23  -0.069
36 C 6.26 3.07 -7.24  -0.121
37 H 3.01 1.44 -4.99  0.121
38 H 2.98 2.66 -6.23  0.116
39 H 1.49 3.25 -4.23  0.089
40 H 2.97 4.33 -4.46  0.062
41 H 2.85 3.19 -3.19  0.085
42 H 6.86 3.83 -7.74  0.076
43 H 5.44 2.68 -7.85  0.070
44 H 6.86 2.24 -6.88  0.070
45 O 3.60 -7.31 4.74  -0.314
46 S 4.20 -6.23 3.94  0.711
47 O 4.52 -4.91 4.52  -0.302
48 O 5.60 -6.94 3.25  -0.281
49 C 6.55 -6.01 2.69  -0.291
50 C 7.81 -6.84 2.48  -0.083
51 C 3.22 -6.08 2.39  -0.100
52 H 6.85 -5.19 3.34  0.118
53 H 6.21 -5.65 1.72  0.111
54 H 7.65 -7.63 1.75  0.074
55 H 8.14 -7.32 3.40  0.082
56 H 8.58 -6.19 2.07  0.078
57 H 2.29 -5.58 2.66  0.075
58 H 3.05 -7.11 2.06  0.064
59 H 3.84 -5.61 1.62  0.057
60 O 7.56 -0.13 2.07  -0.286
61 S 8.23 -0.18 0.77  0.681
62 O 9.67 -0.35 0.58  -0.316
63 O 7.51 -1.43 -0.08  -0.292
64 C 8.22 -1.94 -1.21  -0.285
65 C 7.04 -2.26 -2.09  -0.087
66 C 7.58 1.21 -0.20  -0.103
67 H 8.83 -2.80 -0.92  0.123
68 H 8.78 -1.21 -1.79  0.115
69 H 6.39 -1.39 -2.23  0.083
70 H 6.31 -2.96 -1.68  0.077
71 H 7.42 -2.75 -2.98  0.078
72 H 8.22 1.33 -1.08  0.066
73 H 7.65 2.11 0.40  0.072
74 H 6.55 0.92 -0.41  0.074
75 O -9.85 3.04 2.04  -0.307
76 S -8.91 3.43 0.99  0.679
77 O -8.73 2.42 -0.04  -0.294
78 O -9.30 4.96 0.40  -0.265
79 C -8.66 5.30 -0.83  -0.296
80 C -9.51 4.84 -1.99  -0.071
81 C -7.36 3.89 1.84  -0.102
82 H -7.62 4.98 -0.81  0.107
83 H -8.48 6.37 -0.91  0.120
84 H -10.41 5.42 -2.20  0.079
85 H -9.78 3.80 -1.83  0.065
86 H -8.97 4.85 -2.93  0.080
87 H -7.57 4.57 2.67  0.075
88 H -6.68 4.35 1.12  0.058
89 H -6.85 2.97 2.13  0.073
90 O -3.59 0.33 -6.30  -0.307
91 S -4.42 -0.12 -5.21  0.662
92 O -4.75 0.77 -4.08  -0.313
93 O -5.82 -0.60 -5.93  -0.270
94 C -6.97 -0.77 -5.07  -0.233
95 C -7.55 -2.26 -5.12  -0.059
96 C -3.67 -1.71 -4.63  -0.093
97 H -7.75 -0.16 -5.52  0.110
98 H -6.82 -0.50 -4.02  0.109
99 H -7.39 -2.79 -6.06  0.069
100 H -8.63 -2.23 -4.96  0.065
101 H -7.13 -2.84 -4.30  0.062
102 H -2.62 -1.61 -4.35  0.072
103 H -3.89 -2.49 -5.36  0.067
104 H -4.20 -1.88 -3.69  0.058
105 C -5.87 -2.41 2.79  0.038
106 N -5.34 -3.58 2.08  -0.400
107 O -4.53 -4.34 2.69  0.027
108 O -5.41 -3.59 0.82  0.022
109 H -6.22 -2.70 3.78  0.101
110 H -6.57 -1.99 2.07  0.097
111 H -5.01 -1.74 2.82  0.112

Computed properties:
* gap between HOMO and LUMO: 4.18 eV
* net charge: -1
* energy: -122472.43768 eV
* E_HOMO: -2.82 eV

=====

Entry 4:
ORCA calculation (ωB97M-V/def2-TZVPD) on C22H64O10 as an isolated structure.

Each line ends with the Löwdin charge.
CARTESIAN COORDINATES (ANGSTROEM)
1 C -0.24 2.69 -0.58  -0.006
2 C 0.91 3.22 0.35  -0.416
3 C 2.25 2.68 -0.08  -0.006
4 O 0.92 4.64 0.33  -0.036
5 H -0.13 3.06 -1.60  0.102
6 H -1.25 2.93 -0.24  0.063
7 H -0.10 1.61 -0.64  0.067
8 H 0.69 2.92 1.37  0.100
9 H 2.42 1.64 0.20  0.068
10 H 3.03 3.30 0.36  0.102
11 H 2.34 2.58 -1.16  0.059
12 H 0.06 4.97 0.62  0.087
13 C -0.72 -0.06 3.86  -0.108
14 C 0.75 0.13 3.78  -0.365
15 C 1.32 -0.93 2.78  -0.007
16 O 1.04 1.46 3.32  -0.014
17 H -1.18 -0.01 2.87  0.030
18 H -1.01 0.70 4.58  0.124
19 H -1.01 -1.04 4.25  0.124
20 H 1.22 0.04 4.76  0.143
21 H 1.11 -1.98 2.97  0.100
22 H 2.39 -0.87 2.61  0.086
23 H 0.77 -0.71 1.86  0.029
24 H 0.67 2.07 3.97  0.129
25 C -0.13 -3.05 -0.51  -0.066
26 C -0.13 -3.80 -1.86  -0.470
27 C 1.19 -4.51 -2.11  -0.035
28 O -1.04 -4.88 -1.78  -0.041
29 H 0.25 -2.03 -0.61  0.018
30 H 0.45 -3.60 0.23  0.108
31 H -1.13 -2.94 -0.08  0.083
32 H -0.45 -3.09 -2.63  0.127
33 H 1.13 -4.89 -3.13  0.084
34 H 1.25 -5.32 -1.38  0.087
35 H 2.07 -3.87 -1.94  0.070
36 H -1.71 -4.53 -1.19  0.073
37 C -3.86 -0.91 3.66  -0.026
38 C -3.04 -0.07 2.67  -0.450
39 C -2.45 -0.92 1.57  -0.052
40 O -3.88 0.87 1.99  -0.051
41 H -4.27 -0.25 4.42  0.084
42 H -3.39 -1.70 4.24  0.080
43 H -4.64 -1.43 3.10  0.087
44 H -2.28 0.45 3.25  0.027
45 H -1.75 -0.26 1.05  0.039
46 H -3.18 -1.19 0.80  0.043
47 H -1.90 -1.76 2.00  0.116
48 H -4.75 0.48 2.09  0.122
49 C 2.37 -0.63 -0.70  -0.095
50 C 3.66 -0.52 -1.47  -0.454
51 C 4.63 -1.56 -1.01  -0.049
52 O 3.38 -0.66 -2.85  -0.069
53 H 1.56 -1.18 -1.18  0.049
54 H 1.98 0.37 -0.56  0.047
55 H 2.49 -1.06 0.29  0.101
56 H 4.15 0.41 -1.20  0.141
57 H 4.78 -1.54 0.07  0.079
58 H 5.61 -1.59 -1.49  0.082
59 H 4.22 -2.55 -1.23  0.071
60 H 3.18 0.24 -3.12  -0.067
61 C 2.46 1.58 -4.86  -0.018
62 C 2.00 1.48 -3.38  -0.390
63 C 1.15 0.27 -3.04  -0.039
64 O 3.19 1.42 -2.57  -0.141
65 H 3.00 2.46 -5.20  0.080
66 H 1.62 1.44 -5.53  0.089
67 H 3.26 0.85 -4.97  0.086
68 H 1.42 2.39 -3.25  0.132
69 H 1.23 0.01 -1.99  0.016
70 H 1.45 -0.57 -3.66  0.112
71 H 0.14 0.60 -3.29  0.109
72 H 3.51 2.31 -2.44  0.135
73 C -2.73 -1.67 -1.72  -0.063
74 O -2.97 -1.02 -0.48  -0.209
75 H -2.89 -1.00 -2.57  0.103
76 H -1.72 -2.08 -1.72  0.030
77 H -3.40 -2.53 -1.69  0.105
78 H -2.39 -0.26 -0.39  -0.001
79 C -1.32 2.13 2.18  -0.077
80 O -0.28 1.50 1.53  -0.177
81 H -1.02 3.11 2.55  0.133
82 H -2.17 2.23 1.52  0.082
83 H -1.58 1.54 3.07  0.060
84 H 0.52 1.43 2.04  0.018
85 C -0.27 -0.46 -0.18  -0.190
86 O -1.17 0.59 -0.11  -0.316
87 H -0.08 -0.76 0.85  0.088
88 H -0.99 -1.16 -0.62  0.056
89 H 0.50 -0.44 -0.95  0.031
90 H -0.86 1.21 0.55  -0.139
91 C -3.14 1.99 -0.22  -0.184
92 O -4.19 2.55 0.49  -0.088
93 H -2.66 2.61 -0.97  0.105
94 H -2.41 1.63 0.50  0.019
95 H -3.47 1.05 -0.67  0.098
96 H -4.34 2.02 1.28  -0.005

Computed properties:
* gap between HOMO and LUMO: 8.85 eV
* net charge: 0
* energy: -44304.46939 eV
* E_HOMO: -8.69 eV
* energy relative to the best compared isomer or geometry (same formula, charge and spin): 21.116 eV

=====

What did we get for max |F|? Answer: 1.2 2.2 4.8 7.3 eV/A, in the order shown.